(1)
Here is the molecule C26H31N3O2 from the OMol25 dataset. Energies are from ωB97M-V with the def2-TZVPD basis set.

**ΔE to the lowest compared entry with this formula, charge and spin**: 30.6 kJ/mol
**HOMO level**: -7.8634 eV
**Molar mass**: 417.6 g/mol
**Gap between HOMO and LUMO**: 8.429 eV
**Electronic energy**: -1324.1261 Ha
**SMILES**: Cc1ccccc1NC(=O)c1cc(-c2ccccc2)n(CCCN2CCOCC2)c1C

```
62
C26H31N3O2 (ωB97M-V with the def2-TZVPD basis set)
C 1.413 3.401 3.785
C 0.421 2.619 4.602
C 0.321 2.841 5.966
C -0.581 2.139 6.748
C -1.401 1.195 6.158
C -1.321 0.954 4.799
C -0.417 1.660 4.012
N -0.304 1.433 2.638
C -1.071 0.643 1.818
O -2.037 0.003 2.181
C -0.612 0.656 0.418
C -1.488 0.650 -0.691
C -0.718 0.644 -1.826
C -1.207 0.683 -3.202
C -2.250 -0.170 -3.567
C -2.762 -0.150 -4.850
C -2.249 0.727 -5.792
C -1.236 1.599 -5.433
C -0.723 1.583 -4.149
N 0.603 0.613 -1.445
C 1.715 0.436 -2.345
C 1.697 -0.918 -3.064
C 1.974 -2.107 -2.141
N 0.964 -2.283 -1.114
C -0.267 -2.853 -1.639
C -1.304 -2.963 -0.521
O -0.826 -3.757 0.539
C 0.354 -3.198 1.056
C 1.437 -3.118 -0.021
C 0.677 0.610 -0.085
C 1.968 0.512 0.653
H 0.917 3.965 2.995
H 2.155 2.742 3.330
H 1.941 4.108 4.420
H 0.963 3.580 6.425
H -0.640 2.332 7.808
H -2.108 0.640 6.755
H -1.961 0.222 4.335
H 0.394 1.991 2.172
H -2.557 0.696 -0.640
H -2.651 -0.852 -2.832
H -3.565 -0.822 -5.118
H -2.646 0.740 -6.796
H -0.849 2.304 -6.155
H 0.037 2.301 -3.874
H 1.698 1.227 -3.100
H 2.640 0.538 -1.777
H 2.474 -0.902 -3.831
H 0.739 -1.043 -3.567
H 2.078 -3.016 -2.762
H 2.934 -1.944 -1.642
H -0.658 -2.208 -2.426
H -0.084 -3.858 -2.062
H -2.209 -3.451 -0.887
H -1.551 -1.958 -0.151
H 0.675 -3.846 1.874
H 0.151 -2.189 1.442
H 2.342 -2.680 0.405
H 1.672 -4.140 -0.369
H 2.584 -0.287 0.245
H 2.535 1.444 0.595
H 1.779 0.281 1.698
```

***

(2)
Here is a cluster of 2 separate species, C26H31N3O7 in total from the OMol25 dataset. Energies are from ωB97M-V with the def2-TZVPD basis set.

**ΔE to the lowest compared entry with this formula, charge and spin**: 173.9 kJ/mol
**HOMO level**: -8.3319 eV
**Molar mass**: 497.5 g/mol
**Gap between HOMO and LUMO**: 8.712 eV
**Electronic energy**: -1700.3568 Ha
**SMILES**: O=C(O)c1c(CN2C(=O)Cc3ccccc32)ccc2c1OCO2.CC[C@H](C)[C@H](NC(C)=O)C(=O)NC

```
67
C26H31N3O7 (ωB97M-V with the def2-TZVPD basis set)
O -5.910 -2.342 -2.112
C -5.368 -2.627 -1.055
O -5.922 -3.481 -0.166
C -4.058 -2.028 -0.734
C -2.995 -1.913 -1.679
C -3.158 -2.434 -3.101
N -1.987 -2.247 -3.952
C -1.134 -3.262 -4.341
O -1.116 -4.387 -3.860
C -0.233 -2.806 -5.477
C -0.748 -1.406 -5.662
C -0.354 -0.444 -6.596
C -0.979 0.810 -6.592
C -1.987 1.095 -5.660
C -2.379 0.123 -4.733
C -1.758 -1.129 -4.745
C -1.773 -1.342 -1.262
C -1.598 -0.891 0.045
C -2.644 -0.998 0.948
C -3.846 -1.556 0.573
O -4.702 -1.532 1.630
C -3.959 -0.963 2.722
O -2.651 -0.603 2.245
H -6.765 -3.740 -0.564
H -3.412 -3.500 -3.055
H -4.001 -1.930 -3.581
H -0.380 -3.420 -6.368
H 0.818 -2.820 -5.177
H 0.429 -0.665 -7.316
H -0.679 1.565 -7.314
H -2.468 2.069 -5.662
H -3.163 0.336 -4.012
H -0.931 -1.253 -1.942
H -0.656 -0.469 0.366
H -4.476 -0.078 3.106
H -3.874 -1.690 3.535
C 0.102 1.779 4.085
C 1.513 1.365 3.653
C 1.976 2.000 2.324
C 1.144 1.504 1.130
C 3.491 1.836 2.031
N 3.842 0.474 1.558
C 4.079 -0.698 2.160
C 4.177 -0.881 3.662
O 4.218 -1.682 1.451
C 4.398 2.488 3.096
O 5.176 1.838 3.781
N 4.301 3.817 3.226
C 5.085 4.601 4.179
H -0.641 1.375 3.398
H 0.023 2.866 4.113
H -0.097 1.385 5.082
H 2.194 1.667 4.449
H 1.533 0.279 3.564
H 1.789 3.072 2.407
H 1.502 1.963 0.208
H 1.232 0.421 1.047
H 0.095 1.772 1.261
H 3.662 2.460 1.154
H 3.864 0.369 0.557
H 3.629 -0.122 4.201
H 3.789 -1.863 3.923
H 5.226 -0.818 3.945
H 3.651 4.307 2.633
H 6.151 4.444 3.995
H 4.859 4.278 5.197
H 4.855 5.662 4.077
```

***

(3)
Here is the molecule C26H31N3O7S from the OMol25 dataset. Energies are from ωB97M-V with the def2-TZVPD basis set.

**HOMO level**: -7.9712 eV
**Molar mass**: 529.6 g/mol
**Gap between HOMO and LUMO**: 8.440 eV
**Electronic energy**: -2098.4975 Ha
**SMILES**: COc1ccc(CCNC(=O)CS(=O)(=O)c2cn(CC(=O)N3CCOCC3)c3ccccc23)cc1OC

```
68
C26H31N3O7S (ωB97M-V with the def2-TZVPD basis set)
C 6.522 2.414 -0.723
O 6.037 1.101 -0.606
C 5.063 0.852 0.314
C 4.508 1.790 1.165
C 3.511 1.428 2.062
C 3.067 0.123 2.137
C 1.952 -0.245 3.077
C 0.592 -0.127 2.379
N 0.418 -1.218 1.445
C -0.787 -1.683 1.097
O -1.841 -1.246 1.527
C -0.725 -2.824 0.102
S 0.102 -2.173 -1.396
O -0.251 -3.003 -2.513
O 1.504 -2.052 -1.064
C -0.623 -0.581 -1.554
C -1.944 -0.380 -1.854
N -2.257 0.933 -1.724
C -3.553 1.530 -1.913
C -4.208 1.814 -0.545
O -4.022 2.891 -0.012
N -4.946 0.845 0.023
C -5.316 -0.449 -0.508
C -4.926 -1.545 0.498
O -5.536 -1.315 1.744
C -5.098 -0.081 2.270
C -5.507 1.069 1.346
C -1.136 1.611 -1.306
C -0.955 2.958 -1.014
C 0.308 3.359 -0.636
C 1.371 2.455 -0.554
C 1.200 1.117 -0.827
C -0.072 0.683 -1.199
C 3.633 -0.831 1.292
C 4.613 -0.487 0.376
O 5.210 -1.344 -0.488
C 4.697 -2.653 -0.597
H 5.732 3.113 -1.016
H 6.984 2.759 0.209
H 7.278 2.379 -1.506
H 4.840 2.816 1.140
H 3.084 2.181 2.707
H 2.076 -1.266 3.441
H 1.958 0.429 3.934
H 0.525 0.836 1.859
H -0.227 -0.188 3.100
H 1.219 -1.472 0.878
H -1.719 -3.165 -0.172
H -0.120 -3.651 0.463
H -2.660 -1.109 -2.181
H -4.164 0.897 -2.556
H -3.422 2.503 -2.398
H -4.840 -0.648 -1.463
H -6.406 -0.467 -0.643
H -5.280 -2.518 0.152
H -3.834 -1.560 0.619
H -5.573 0.027 3.246
H -4.005 -0.095 2.385
H -5.134 2.023 1.717
H -6.600 1.105 1.267
H -1.776 3.656 -1.056
H 0.482 4.398 -0.400
H 2.345 2.812 -0.260
H 2.019 0.419 -0.765
H 3.311 -1.858 1.364
H 5.257 -3.118 -1.407
H 3.632 -2.642 -0.848
H 4.859 -3.224 0.324
```